An isolated ion of composition C9H13N5S and charge +2 in a non-equilibrium geometry, computed with wB97M-V/def2-TZVPD.

relative energy (zero: lowest compared OMol25 entry of this formula, charge and spin) = 18.18 kcal/mol
frontier orbital gap = 6.42 eV
DFT total energy = -1022.005769 Eh
net charge = +2
M = 223.3 g mol⁻¹
highest occupied orbital energy = -0.5904 hartree
E_LUMO = -9.65 eV

Element x y z (Å)
C  -2.23023  0.81140  -1.20679
C  -1.51673  -0.38467  0.74725
C  0.04414  0.59625  -0.91411
C  -2.60311  -0.06792  -0.06134
C  2.83908  1.93437  -2.52219
C  -4.57244  -0.01697  -1.01350
C  1.61918  1.63304  -2.23939
C  -0.66305  -0.96420  2.94578
C  2.12892  -0.44222  -0.94414
N  -0.99466  1.09496  -1.55167
N  -3.80048  -0.51231  -0.08126
N  -0.26427  -0.08928  0.32581
N  -1.65166  -1.01224  1.89047
N  1.25618  0.62240  -1.36326
S  -3.59547  1.34067  -2.05680
H  3.04267  2.69701  -3.22448
H  3.75937  1.59739  -2.16462
H  -5.01952  -0.61487  -1.79329
H  -5.37663  0.46688  -0.42541
H  0.87520  2.19501  -2.72165
H  -0.58897  0.00443  3.32885
H  -1.09629  -1.69364  3.77964
H  0.40246  -1.46310  2.60480
H  3.07542  -0.33290  -1.52265
H  2.35560  -0.51511  0.20550
H  1.81881  -1.45833  -1.18432
H  0.48123  -0.36875  0.93893
H  -2.46619  -1.54779  2.33028

Atoms 1-2, force components in eV/Å:
C 0.35 0.60 -0.28
C 1.52 -2.10 2.36